# C2H5FO2

A 2-piece molecular cluster, C2H5FO2 overall (ωB97M-V/def2-TZVPD, OMol25).

Geometry as XYZ:
```
10
C2H5FO2 | OMol25 | ωB97M-V/def2-TZVPD
H -0.902 1.655 -0.212
H -0.343 -1.387 2.121
C 0.097 1.338 -0.178
O 0.079 -1.745 1.338
O 0.860 0.215 -2.127
H 0.362 0.740 0.673
H -0.200 -2.632 1.021
H 0.833 2.049 -0.296
C 0.136 0.290 -1.179
F -0.923 -0.523 -1.162
```

Properties
Multiplicity = 3
Energy relative to the best compared isomer or geometry (same formula, charge and spin) = 4.9 kcal/mol

---

# C45H93N4O13

A 6-piece molecular cluster, C45H93N4O13 overall (ωB97M-V/def2-TZVPD, OMol25).

Geometry as XYZ:
```
155
C45H93N4O13 | OMol25 | ωB97M-V/def2-TZVPD
C -4.578 -6.418 5.255
C -1.132 4.239 1.246
H -6.092 -5.562 6.529
H -6.265 -7.293 6.302
H -1.535 1.233 -7.509
H 3.181 -1.040 2.180
H 2.234 -0.536 -0.828
C -3.184 -4.126 -0.695
H 6.144 2.589 -1.640
C 5.052 0.824 -0.233
H -2.984 4.372 -0.828
H 0.212 5.744 1.325
C 0.574 -0.717 0.784
H -3.108 -1.535 -1.410
H -4.173 -6.539 2.156
H 0.479 -0.286 -4.313
C -1.185 3.242 -0.062
H 8.086 0.218 -2.465
H -6.708 -6.192 4.985
H 2.013 10.236 0.268
H 1.831 1.835 -7.482
H 0.670 -0.841 1.925
H -2.142 -3.202 1.134
H 2.951 5.178 -2.639
C -0.132 0.678 0.505
H -5.786 -9.437 0.213
H -4.553 -8.951 5.561
H 2.963 -4.489 6.275
C 2.081 -0.881 0.241
H -0.947 -5.388 3.046
H -0.302 5.736 -0.862
H 0.604 4.489 2.393
O -2.723 -4.680 -1.916
H -4.446 -7.194 4.499
H 3.371 10.769 2.287
H -2.554 0.478 -2.016
O -3.628 -6.566 6.318
H -1.793 5.158 1.086
H 2.371 -5.502 4.948
C 0.061 -5.269 3.446
O -1.136 3.192 -5.494
C -3.712 -8.023 0.663
C -3.262 -7.749 6.851
H 1.120 5.338 -4.409
H -1.915 6.322 -1.461
H -4.655 -6.086 0.504
O -1.531 -1.168 -3.392
C 6.643 1.003 -0.147
C 0.835 5.015 -3.341
H 1.725 5.296 -1.298
H 2.277 -2.445 5.051
H 6.359 0.575 -3.030
C 3.197 -0.337 1.269
O 1.638 -3.390 3.367
H -4.346 -5.468 4.767
C 4.162 10.016 2.296
H 6.859 1.559 0.821
H -4.081 -1.800 0.088
H 0.560 3.621 -9.647
C 2.775 -4.519 5.199
H -6.480 -9.586 1.848
N 1.953 7.137 -2.343
H -4.838 -9.102 7.314
H 0.226 3.116 -1.543
O -3.552 -9.078 1.623
H 4.542 1.696 0.287
N 0.292 4.721 1.439
H -1.355 4.847 -3.698
O -4.126 -11.031 2.490
C -0.734 1.240 -6.768
H 5.096 10.493 1.991
C 1.938 5.645 -2.378
C -4.585 -6.916 1.215
H 2.254 -2.020 0.215
H -0.815 6.575 -3.571
C 7.348 1.056 -2.702
H 0.626 -6.187 3.274
H 0.946 3.874 -3.343
H -1.872 -0.427 -3.945
H 7.916 2.634 -1.110
C 0.651 -0.108 -3.192
O -2.336 -7.802 7.623
C 7.064 1.944 -1.404
C 4.614 -0.509 0.551
H -1.798 -4.401 -2.083
C 0.835 1.772 -0.152
C 0.904 2.651 -9.280
H 0.044 1.978 -9.314
C 3.835 8.852 1.383
C 1.401 8.532 1.489
N 0.198 3.064 -0.518
C -0.647 -0.617 -2.353
C -5.772 -10.013 1.136
C -3.009 -1.601 -0.285
O 0.517 -3.941 1.541
H -1.092 1.525 -2.166
O -4.265 -4.428 -0.178
H -2.712 -7.630 0.472
H 2.984 0.701 1.672
H -1.053 0.674 -5.890
C -1.933 4.127 -1.202
C -1.151 5.468 -1.572
H 0.874 -3.455 5.317
C -4.415 -10.099 1.780
H -6.092 -11.023 0.873
H 1.590 -0.684 -2.913
N -1.505 0.603 -0.172
O 0.482 3.359 -6.991
H -2.354 2.018 1.324
O 2.650 8.170 1.822
H -3.416 -9.839 6.540
H -0.405 -1.496 -1.686
H 1.618 2.016 0.656
H -3.401 0.213 0.840
H 2.303 3.470 -7.886
H 0.324 9.807 0.185
H -3.100 2.031 -0.335
C -5.994 -6.365 5.794
H 1.668 2.268 -9.960
C 0.731 -4.137 2.718
H 3.751 9.151 0.336
H 2.860 7.377 -1.898
H -0.391 1.119 1.537
C 1.830 -3.406 4.792
C -0.657 5.540 -3.100
H -2.073 3.492 -2.153
H 4.643 8.120 1.432
H 0.780 1.030 -3.095
H -0.050 -5.101 4.515
C -2.263 -3.009 0.021
H 7.197 0.010 -0.197
C 1.175 9.880 0.864
C 1.456 2.782 -7.875
C -1.464 0.573 -1.659
C -2.087 1.978 0.205
H 4.743 0.697 -1.326
H 1.420 1.424 -1.055
H 4.261 9.674 3.329
O 0.468 7.810 1.760
C -4.079 -8.973 6.540
C -2.455 -0.352 0.503
H 4.473 -1.318 -0.257
H 0.947 10.604 1.648
H 5.434 -0.926 1.239
H -5.596 -7.271 1.432
H -1.403 3.708 2.215
H 7.706 1.706 -3.568
H 0.138 0.724 -7.164
H 1.263 7.503 -1.660
H -2.042 -0.747 1.502
H 3.727 -4.424 4.672
H -4.079 -8.410 -0.290
H -1.247 -3.091 -0.483
H 0.023 -1.643 0.436
C -0.464 2.658 -6.347
```

Properties
Net charge = +1
Total energy = -2967.15024 hartree

---

# C17H30F3NO8V

C17H30F3NO8V as an isolated structure (ωB97M-V/def2-TZVPD, OMol25).

Geometry as XYZ:
```
60
C17H30F3NO8V | OMol25 | ωB97M-V/def2-TZVPD
O -0.525 -2.072 3.822
C -2.643 -2.868 0.970
H 3.164 2.828 1.902
H -1.173 0.314 -0.357
H 1.791 2.838 3.216
H -1.557 4.589 0.744
F -2.875 -0.320 3.671
H 4.098 -2.085 -4.974
H -3.660 -2.986 1.342
H 3.538 -1.360 -2.850
C 0.092 4.213 -0.540
H 2.288 -1.992 -1.920
C 1.182 2.518 1.059
H -1.659 -4.808 1.204
V 0.364 -1.336 1.847
C 3.876 -3.107 -4.667
H 2.054 4.494 0.404
H 4.643 -3.511 -4.008
C 2.588 -2.903 -3.859
O -1.778 -2.126 1.924
N -0.223 2.151 1.573
H 2.259 -3.805 -3.343
H -1.984 -3.496 3.285
O -0.336 0.988 2.378
F -2.957 -1.828 5.297
H -2.696 2.877 2.243
O 1.717 -2.474 -4.890
C 2.531 -1.762 -2.957
C -1.223 3.774 0.102
H 0.199 5.270 -0.781
H -3.476 2.551 0.647
C 1.714 1.641 -0.174
H -2.621 -4.836 -0.258
H 1.421 0.600 -0.043
C 1.103 3.991 0.580
H -2.339 1.096 -1.144
C -2.693 2.258 1.346
F -4.237 -1.814 3.465
C -2.016 -4.191 0.379
H 1.487 1.983 -1.184
O 1.459 -0.900 -3.381
H 2.487 1.471 2.403
H -1.139 -3.962 -0.225
C 1.120 -1.278 -4.606
O 0.389 -1.645 0.250
H 2.795 1.654 -0.042
O 0.312 -0.744 -5.411
H 3.580 -3.618 -5.584
O 1.820 -1.425 2.391
C -1.329 2.283 0.543
C 2.184 2.507 2.255
H -1.758 3.848 -0.845
H -2.873 -2.035 0.305
C -1.793 -2.424 3.326
C -1.338 1.310 -0.770
H -2.909 1.250 1.700
C -2.985 -1.631 3.970
H -0.667 1.624 -1.569
H 0.378 3.612 -1.404
H 0.829 4.809 1.246
```

Properties
Net charge = -1
Total energy = -2565.97436 hartree

---

# C4H7N4O

A 2-piece molecular cluster, C4H7N4O overall (ωB97M-V/def2-TZVPD, OMol25).

Geometry as XYZ:
```
16
C4H7N4O | OMol25 | ωB97M-V/def2-TZVPD
O 0.092 -0.548 0.165
N -2.173 -2.200 1.276
N 2.617 -0.085 0.139
H 3.942 -0.310 1.681
N -1.681 0.819 -0.491
H 2.084 0.353 1.918
H -4.306 -0.770 0.617
C -1.066 -0.353 0.067
N -3.398 -0.423 0.294
H -3.605 1.537 -0.814
H 1.624 0.084 -0.132
C -2.965 0.761 -0.332
H -3.113 -2.653 1.430
C 2.955 -0.017 1.307
C -2.246 -1.191 0.537
H 3.107 -0.342 -0.663
```

Properties
Energy relative to the best compared isomer or geometry (same formula, charge and spin) = 11.2 kcal/mol
Net charge = +1

---

# C3H7NO2

The molecule C3H7NO2 (ωB97M-V/def2-TZVPD, OMol25).

Geometry as XYZ:
```
13
C3H7NO2 | OMol25 | ωB97M-V/def2-TZVPD
C 1.543 0.329 0.981
H 0.273 0.053 -1.554
N 1.320 1.133 -0.065
O -0.447 -1.707 0.123
C -0.747 -0.363 0.379
H -0.595 1.448 -0.803
O -2.113 -0.131 0.115
H -2.310 -0.390 -0.796
H 2.023 1.304 -0.791
H -0.626 -0.068 1.422
C 0.093 0.617 -0.635
H -1.025 -2.258 0.662
H 2.611 0.033 0.961
```

Properties
Energy relative to the best compared isomer or geometry (same formula, charge and spin) = 112.4 kcal/mol

---

# C2H7NS2

The molecule C2H7NS2 (ωB97M-V/def2-TZVPD, OMol25).

Geometry as XYZ:
```
12
C2H7NS2 | OMol25 | ωB97M-V/def2-TZVPD
H 0.527 -1.546 -0.350
H -1.085 0.894 -2.551
C 0.687 -0.604 0.166
C 1.108 -0.847 1.629
S -0.398 1.638 -1.651
N 0.616 -2.186 2.051
H 0.781 -0.115 2.361
H 0.600 -2.881 1.322
S -0.812 0.319 -0.181
H -0.341 -2.017 2.342
H 1.557 -0.174 -0.374
H 2.215 -0.875 1.670
```

Properties
Energy relative to the best compared isomer or geometry (same formula, charge and spin) = 10.7 kcal/mol

---

# C4H7ClS

A 2-piece molecular cluster, C4H7ClS overall (ωB97M-V/def2-TZVPD, OMol25).

Geometry as XYZ:
```
13
C4H7ClS | OMol25 | ωB97M-V/def2-TZVPD
C 2.170 -0.171 -0.444
H -0.769 -0.819 -1.396
H 0.784 1.345 0.263
H -2.991 1.990 0.517
C -1.806 -0.047 0.341
S -1.920 1.688 -0.218
H -1.731 -0.055 1.428
C 1.039 0.381 -0.117
C -0.701 -0.771 -0.319
H 3.099 0.378 -0.352
H 2.249 -1.179 -0.812
Cl -3.377 -0.901 -0.043
H -0.425 -1.703 0.146
```

Properties
Multiplicity = 3
Energy relative to the best compared isomer or geometry (same formula, charge and spin) = 115.7 kcal/mol